[1]
This record from OMol25 describes a cluster of 4 separate species, C24H20F4 in total. The level of theory is ωB97M-V/def2-TZVPD.

```
! RIJCOSX wB97M-V def2-TZVPD def2/J DEFGRID3
* xyz 0 1
F -0.178 2.110 -4.002
C 0.927 2.869 -3.767
C 1.905 2.494 -2.854
C 3.078 3.258 -2.729
C 3.289 4.356 -3.592
C 2.287 4.675 -4.537
C 1.114 3.958 -4.579
H 1.608 1.741 -2.139
H 3.776 3.102 -1.920
H 4.204 4.929 -3.580
H 2.467 5.364 -5.348
H 0.428 4.294 -5.343
F 0.016 3.809 2.974
C -0.485 3.619 1.788
C 0.142 4.019 0.641
C -0.450 3.829 -0.567
C -1.661 3.141 -0.659
C -2.233 2.593 0.483
C -1.618 2.755 1.693
H 1.164 4.366 0.624
H -0.033 4.156 -1.508
H -2.161 2.971 -1.602
H -3.213 2.140 0.427
H -1.982 2.089 2.461
F 0.574 -2.093 1.663
C 0.538 -1.783 0.338
C 0.691 -2.805 -0.576
C 0.547 -2.593 -1.968
C 0.067 -1.338 -2.454
C -0.212 -0.338 -1.480
C 0.091 -0.537 -0.141
H 0.932 -3.819 -0.293
H 0.716 -3.338 -2.732
H -0.253 -1.293 -3.484
H -0.778 0.516 -1.822
H -0.094 0.113 0.701
F -3.718 -6.173 4.965
C -2.464 -5.761 4.564
C -1.413 -5.891 5.448
C -0.150 -5.471 4.982
C 0.028 -4.852 3.724
C -1.091 -4.671 2.866
C -2.308 -5.226 3.274
H -1.584 -6.132 6.487
H 0.685 -5.457 5.668
H 0.925 -4.390 3.339
H -0.935 -4.190 1.912
H -3.183 -5.114 2.652
*
```

Computed properties:
Total energy (eV): -36080.6564
Frontier orbital gap (eV): 9.895
Energy relative to the best compared isomer or geometry (same formula, charge and spin) (kJ/mol): 138.21
SMILES: Fc1ccccc1.Fc1ccccc1.Fc1ccccc1.Fc1ccccc1

Calculated atomic charges, method Löwdin, unit e:
1. F 0.04
2. C -0.29
3. C -0.02
4. C -0.07
5. C -0.07
6. C -0.08
7. C -0.04
8. H 0.10
9. H 0.10
10. H 0.09
11. H 0.10
12. H 0.12
13. F 0.10
14. C -0.30
15. C -0.03
16. C -0.09
17. C -0.09
18. C -0.11
19. C -0.01
20. H 0.12
21. H 0.10
22. H 0.10
23. H 0.11
24. H 0.11
25. F 0.04
26. C -0.27
27. C -0.03
28. C -0.06
29. C -0.06
30. C -0.09
31. C -0.01
32. H 0.11
33. H 0.10
34. H 0.10
35. H 0.08
36. H 0.11
37. F 0.02
38. C -0.26
39. C -0.02
40. C -0.07
41. C -0.08
42. C -0.07
43. C -0.02
44. H 0.11
45. H 0.10
46. H 0.09
47. H 0.08
48. H 0.11

[2]
This record from OMol25 describes a structure of composition C24H20HfN6O2S3. The level of theory is ωB97M-V/def2-TZVPD.

```
! RIJCOSX wB97M-V def2-TZVPD def2/J DEFGRID3
* xyz 2 1
Hf 0.164 -0.064 0.552
O 2.858 0.865 -2.513
C 2.322 0.414 -1.506
N 0.958 0.628 -1.282
C 0.468 1.851 -1.742
C 0.351 2.186 -3.052
C -0.077 3.481 -3.410
C -0.497 4.372 -2.384
C -0.424 3.992 -1.038
C -0.035 2.700 -0.739
N -0.075 2.105 0.506
C -0.350 2.789 1.676
O -0.349 4.027 1.798
C -0.364 1.856 2.807
C -0.481 2.403 4.126
C -0.359 1.525 5.205
C -0.146 0.142 4.939
C -0.272 -0.354 3.683
N -0.345 0.474 2.622
C 3.013 -0.307 -0.464
C 4.345 -0.677 -0.534
C 4.844 -1.499 0.522
C 4.093 -1.631 1.630
C 2.861 -1.011 1.720
N 2.280 -0.439 0.712
H 0.657 1.556 -3.896
H -0.086 3.779 -4.476
H -0.830 5.401 -2.604
H -0.707 4.659 -0.234
H -0.559 3.454 4.148
H -0.492 1.923 6.198
H -0.097 -0.548 5.768
H -0.361 -1.422 3.495
H 4.889 -0.397 -1.447
H 5.800 -1.993 0.339
H 4.430 -2.078 2.616
H 2.356 -1.080 2.707
S -2.453 0.369 0.123
C -3.073 -0.735 -1.016
N -2.516 -1.176 -2.160
C -3.344 -1.858 -3.124
C -4.741 -2.031 -2.498
S -4.654 -1.526 -0.727
H -1.742 -0.595 -2.443
H -2.899 -2.870 -3.364
H -3.342 -1.290 -4.123
H -4.982 -3.064 -2.490
H -5.535 -1.445 -2.992
S 0.584 -4.474 -1.166
C -0.495 -4.314 0.188
C -0.619 -3.013 0.592
N 0.056 -2.112 -0.215
C 0.818 -2.817 -1.121
H -0.981 -5.243 0.592
H -1.277 -2.593 1.356
H 1.413 -2.294 -1.861
*
```

Computed properties:
Total energy (eV): -72049.4909
Frontier orbital gap (eV): 5.749
Energy relative to the best compared isomer or geometry (same formula, charge and spin) (kJ/mol): 50.98

Calculated atomic charges, method Löwdin, unit e:
1. Hf 1.54
2. O 0.13
3. C -0.44
4. N -0.06
5. C -0.29
6. C -0.04
7. C -0.04
8. C -0.04
9. C 0.01
10. C -0.25
11. N -0.08
12. C -0.43
13. O 0.09
14. C -0.13
15. C 0.07
16. C 0.04
17. C -0.02
18. C -0.14
19. N -0.08
20. C -0.17
21. C 0.09
22. C 0.01
23. C -0.03
24. C -0.13
25. N -0.04
26. H 0.12
27. H 0.12
28. H 0.12
29. H 0.11
30. H 0.12
31. H 0.13
32. H 0.12
33. H 0.12
34. H 0.15
35. H 0.14
36. H 0.16
37. H 0.13
38. S 0.68
39. C -1.01
40. N -0.05
41. C -0.20
42. C -0.38
43. S 0.97
44. H 0.13
45. H 0.14
46. H 0.16
47. H 0.06
48. H 0.10
49. S 1.15
50. C -0.32
51. C -0.23
52. N -0.19
53. C -0.43
54. H 0.11
55. H 0.11
56. H 0.09

[3]
This record from OMol25 describes a structure of composition C24H20IN4O2SZr. The level of theory is ωB97M-V/def2-TZVPD.

```
! RIJCOSX wB97M-V def2-TZVPD def2/J DEFGRID3
* xyz 3 1
Zr 1.360 0.058 -0.967
C 4.139 -3.367 -2.560
C 4.021 -3.207 -1.084
N 4.660 -4.104 -0.307
C 4.639 -4.009 0.998
C 3.970 -2.999 1.718
C 4.030 -3.107 3.217
O 3.878 -1.858 3.864
C 3.268 -2.041 0.950
C 2.603 -0.965 1.617
N 1.847 -0.032 1.061
C 1.295 1.033 1.855
C 0.750 0.794 3.111
C 0.228 1.850 3.841
C 0.213 3.135 3.312
C 0.725 3.384 2.048
C 1.277 2.332 1.327
I 2.196 2.774 -0.535
C 3.326 -2.192 -0.465
O 2.674 -1.262 -1.251
H 4.355 -4.409 -2.781
H 4.967 -2.764 -2.939
H 3.231 -3.063 -3.081
H 5.190 -4.767 1.544
H 4.983 -3.573 3.476
H 3.237 -3.801 3.531
H 4.222 -1.917 4.764
H 2.761 -0.918 2.694
H 0.721 -0.211 3.512
H -0.179 1.668 4.826
H -0.195 3.954 3.889
H 0.718 4.391 1.651
S -4.747 0.402 -3.391
C -3.242 0.225 -2.623
C -2.751 1.042 -1.571
C -1.518 0.796 -1.052
N -0.695 -0.207 -1.492
C -1.179 -1.012 -2.491
C -2.392 -0.823 -3.071
C -5.473 1.800 -2.546
C -5.345 3.076 -3.075
C -5.953 4.118 -2.382
N -6.638 3.937 -1.262
C -6.779 2.708 -0.786
C -6.214 1.591 -1.392
H -3.355 1.846 -1.175
H -1.144 1.408 -0.230
H -0.534 -1.823 -2.810
H -2.711 -1.486 -3.864
H -4.814 3.262 -3.998
H -5.890 5.133 -2.755
H -7.370 2.602 0.116
H -6.368 0.601 -0.984
*
```

Computed properties:
Total energy (eV): -55458.0179
Frontier orbital gap (eV): 4.756

Calculated atomic charges, method Löwdin, unit e:
1. Zr 1.69
2. C 0.01
3. C -0.23
4. N 0.19
5. C -0.03
6. C -0.06
7. C -0.16
8. O -0.06
9. C -0.05
10. C 0.05
11. N -0.13
12. C -0.33
13. C 0.01
14. C 0.00
15. C -0.01
16. C -0.10
17. C -0.58
18. I 1.22
19. C -0.19
20. O -0.27
21. H 0.10
22. H 0.11
23. H 0.08
24. H 0.15
25. H 0.15
26. H 0.16
27. H 0.13
28. H 0.13
29. H 0.14
30. H 0.14
31. H 0.14
32. H 0.12
33. S 1.18
34. C -0.47
35. C -0.01
36. C -0.12
37. N -0.20
38. C -0.10
39. C -0.04
40. C -0.52
41. C -0.06
42. C -0.10
43. N 0.10
44. C -0.10
45. C -0.07
46. H 0.13
47. H 0.11
48. H 0.13
49. H 0.13
50. H 0.12
51. H 0.12
52. H 0.12
53. H 0.12

[4]
This record from OMol25 describes a structure of composition C24H20LiN2P. The level of theory is ωB97M-V/def2-TZVPD.

```
! RIJCOSX wB97M-V def2-TZVPD def2/J DEFGRID3
* xyz -2 1
Li 0.800 -0.815 -1.005
N -2.255 -1.099 -1.728
P -1.418 -2.377 -0.843
C -2.191 -2.052 0.810
C -3.364 -1.324 1.011
C -3.914 -1.198 2.279
C -3.295 -1.786 3.374
C -2.117 -2.503 3.190
C -1.576 -2.632 1.921
C -2.264 -3.790 -1.457
C -1.518 -4.908 -1.947
C -2.118 -6.083 -2.309
C -3.527 -6.252 -2.203
C -4.277 -5.166 -1.731
C -3.694 -3.973 -1.369
C -1.735 0.156 -1.921
C -2.220 0.991 -2.938
C -1.676 2.250 -3.075
C -0.675 2.665 -2.205
C -0.247 1.776 -1.248
N -0.766 0.548 -1.082
H -2.802 -1.460 -2.496
H -3.830 -0.843 0.160
H -4.828 -0.631 2.414
H -3.722 -1.681 4.364
H -1.617 -2.955 4.039
H -0.658 -3.194 1.780
H -0.440 -4.808 -2.036
H -1.502 -6.894 -2.685
H -4.004 -7.182 -2.486
H -5.357 -5.261 -1.644
H -4.320 -3.164 -1.007
H -2.982 0.625 -3.616
H -1.994 2.900 -3.882
H -0.161 3.604 -2.342
H 0.588 2.015 -0.602
C 2.572 -0.122 -1.518
C 2.477 0.941 -2.360
C 1.933 0.873 -3.727
C 1.758 1.975 -4.521
C 2.113 3.284 -4.120
C 2.690 3.395 -2.838
C 2.872 2.320 -2.006
H 1.649 -0.104 -4.108
H 1.321 1.824 -5.508
H 1.993 4.140 -4.773
H 3.008 4.377 -2.484
H 3.328 2.470 -1.030
*
```

Computed properties:
Total energy (eV): -37682.0800
Frontier orbital gap (spin up / spin down) (eV): 3.454 / 3.127
Energy relative to the best compared isomer or geometry (same formula, charge and spin) (kJ/mol): 2.30

Calculated atomic charges, method Löwdin, unit e:
1. Li 0.34
2. N -0.14
3. P 0.96
4. C -0.35
5. C -0.10
6. C -0.11
7. C -0.13
8. C -0.11
9. C -0.12
10. C -0.45
11. C -0.18
12. C -0.17
13. C -0.18
14. C -0.18
15. C -0.16
16. C -0.42
17. C -0.04
18. C -0.09
19. C -0.09
20. C -0.15
21. N 0.04
22. H 0.09
23. H 0.09
24. H 0.09
25. H 0.08
26. H 0.09
27. H 0.09
28. H 0.08
29. H 0.07
30. H 0.05
31. H 0.08
32. H 0.07
33. H 0.10
34. H 0.10
35. H 0.09
36. H 0.10
37. C -0.19
38. C -0.58
39. C -0.15
40. C -0.21
41. C -0.23
42. C -0.22
43. C -0.16
44. H 0.07
45. H 0.07
46. H 0.03
47. H 0.07
48. H 0.07

[5]
This record from OMol25 describes a cluster of 2 separate species, C24H20N2O3S in total. The level of theory is ωB97M-V/def2-TZVPD.

```
! RIJCOSX wB97M-V def2-TZVPD def2/J DEFGRID3
* xyz 0 1
C 1.630 -2.718 3.154
C 1.479 -1.249 3.138
N 2.515 -0.354 3.088
C 3.940 -0.693 3.027
C 1.996 0.955 3.034
C 0.595 0.859 3.074
C -0.192 2.005 2.938
C 0.419 3.226 2.802
C 1.810 3.327 2.790
C 2.603 2.207 2.898
C 0.256 -0.543 3.153
C -1.033 -1.112 3.052
C -2.298 -0.434 3.177
C -2.602 0.478 4.213
C -3.851 1.048 4.304
C -4.826 0.755 3.365
C -4.553 -0.129 2.336
C -3.322 -0.729 2.253
H 0.663 -3.219 3.130
H 2.200 -3.058 2.290
H 2.151 -3.045 4.055
H 4.548 0.185 2.825
H 4.270 -1.127 3.967
H 4.122 -1.419 2.238
H -1.261 1.919 2.924
H -0.185 4.112 2.691
H 2.265 4.300 2.684
H 3.673 2.285 2.858
H -1.085 -2.127 2.694
H -1.856 0.689 4.961
H -4.083 1.713 5.120
H -5.795 1.221 3.428
H -5.304 -0.341 1.592
H -3.101 -1.423 1.462
C -2.073 -5.002 -3.651
C -2.080 -4.936 -2.273
C -1.487 -3.847 -1.644
C -0.899 -2.859 -2.393
C -0.885 -2.917 -3.764
C -1.479 -3.996 -4.394
S -0.237 -1.631 -1.238
O 1.238 -1.690 -1.458
O -1.016 -0.391 -1.526
N -0.766 -2.453 0.110
C -1.399 -3.582 -0.191
O -1.883 -4.361 0.619
H -2.537 -5.836 -4.155
H -2.534 -5.709 -1.676
H -0.414 -2.126 -4.323
H -1.481 -4.049 -5.472
*
```

Computed properties:
Total energy (eV): -45168.8178
Frontier orbital gap (eV): 5.957
Energy relative to the best compared isomer or geometry (same formula, charge and spin) (kJ/mol): 332.51

Calculated atomic charges, method Löwdin, unit e:
1. C 0.03
2. C -0.14
3. N 0.01
4. C 0.03
5. C -0.13
6. C -0.09
7. C 0.00
8. C -0.06
9. C -0.07
10. C -0.01
11. C -0.08
12. C 0.14
13. C -0.19
14. C -0.05
15. C -0.07
16. C -0.06
17. C -0.05
18. C 0.01
19. H 0.09
20. H 0.11
21. H 0.10
22. H 0.09
23. H 0.10
24. H 0.10
25. H 0.10
26. H 0.11
27. H 0.11
28. H 0.10
29. H 0.11
30. H 0.12
31. H 0.11
32. H 0.11
33. H 0.11
34. H 0.12
35. C -0.08
36. C -0.01
37. C -0.15
38. C -0.22
39. C -0.05
40. C -0.08
41. S 0.71
42. O -0.37
43. O -0.37
44. N -0.08
45. C -0.61
46. O 0.01
47. H 0.10
48. H 0.11
49. H 0.12
50. H 0.10

[6]
This record from OMol25 describes an isolated molecule of C24H20N2O7S. The level of theory is ωB97M-V/def2-TZVPD.

```
! RIJCOSX wB97M-V def2-TZVPD def2/J DEFGRID3
* xyz 0 1
C 2.150 2.900 -1.450
O 2.416 2.572 -0.105
C 2.813 1.297 0.173
C 3.029 0.308 -0.781
C 3.364 -0.973 -0.386
C 3.488 -1.291 0.959
N 3.681 -2.641 1.318
S 2.356 -3.596 0.901
O 2.268 -3.695 -0.520
O 2.452 -4.810 1.651
C 1.006 -2.552 1.477
C 0.309 -1.799 0.560
C -0.654 -0.896 1.004
N -1.356 -0.055 0.137
C -0.950 0.400 -1.077
O 0.072 0.088 -1.647
C -1.910 1.386 -1.683
C -1.657 1.948 -2.881
C -2.563 2.921 -3.485
O -2.356 3.468 -4.552
C -3.760 3.177 -2.661
C -4.750 4.062 -3.095
C -5.866 4.299 -2.326
C -6.016 3.652 -1.102
C -5.054 2.774 -0.652
C -3.923 2.533 -1.431
O -3.004 1.655 -0.937
C -0.931 -0.823 2.367
C -0.219 -1.572 3.284
C 0.802 -2.418 2.851
O 1.647 -3.095 3.657
C 1.391 -3.124 5.045
C 3.326 -0.290 1.911
C 2.999 0.992 1.521
H 1.756 3.915 -1.434
H 1.408 2.223 -1.883
H 3.062 2.876 -2.054
H 2.915 0.511 -1.831
H 3.494 -1.752 -1.118
H 3.889 -2.783 2.296
H 0.537 -1.915 -0.486
H -2.186 0.378 0.523
H -0.761 1.671 -3.413
H -4.602 4.547 -4.048
H -6.627 4.984 -2.668
H -6.892 3.837 -0.499
H -5.157 2.265 0.293
H -1.701 -0.153 2.721
H -0.445 -1.470 4.333
H 0.395 -3.518 5.260
H 2.140 -3.794 5.463
H 1.499 -2.131 5.492
H 3.447 -0.521 2.961
H 2.858 1.774 2.251
*
```

Computed properties:
Total energy (eV): -53359.8315
Frontier orbital gap (eV): 7.513
Energy relative to the best compared isomer or geometry (same formula, charge and spin) (kJ/mol): 65.58
SMILES: COc1ccc(NS(=O)(=O)c2cc(NC(=O)c3cc(=O)c4ccccc4o3)ccc2OC)cc1

Calculated atomic charges, method Löwdin, unit e:
1. C -0.08
2. O -0.08
3. C -0.28
4. C -0.01
5. C -0.02
6. C -0.34
7. N -0.04
8. S 0.68
9. O -0.27
10. O -0.27
11. C -0.18
12. C 0.03
13. C -0.20
14. N 0.15
15. C -0.38
16. O 0.10
17. C -0.13
18. C 0.11
19. C -0.35
20. O 0.09
21. C -0.07
22. C 0.00
23. C -0.07
24. C -0.06
25. C 0.01
26. C -0.17
27. O 0.07
28. C 0.00
29. C 0.00
30. C -0.27
31. O -0.10
32. C -0.06
33. C -0.02
34. C 0.00
35. H 0.10
36. H 0.07
37. H 0.10
38. H 0.11
39. H 0.12
40. H 0.11
41. H 0.12
42. H 0.14
43. H 0.13
44. H 0.12
45. H 0.11
46. H 0.11
47. H 0.12
48. H 0.12
49. H 0.11
50. H 0.10
51. H 0.10
52. H 0.10
53. H 0.12
54. H 0.12